Entry 1:
Computed, not measured: a molecular structure, C11H7FeN2O12, with ωB97M-V/def2-TZVPD.

Geometry as XYZ:
```
33
Properties=species:S:1:pos:R:3:forces:R:3:mulliken_charge:R:1
Fe -0.0011 0.1627 -0.2976 0.5 -0.4 -0.1 0.999
O 5.3843 0.0594 -5.2457 0.0 -0.1 0.1 -0.634
O 1.9500 0.0912 -0.0283 -0.3 0.1 -0.1 -0.902
O 6.9136 0.0332 -3.7309 -0.1 -0.1 0.0 -0.667
O -0.8605 -3.4782 1.3536 0.2 0.0 -0.1 -0.713
O -1.1453 1.7755 0.4516 0.1 0.0 -0.2 -0.671
O -3.1251 0.7655 0.7052 0.1 0.1 0.1 -0.481
O 4.4191 1.1963 1.2339 0.2 -0.1 -0.1 -0.575
O 0.8308 0.0102 -4.2152 0.0 0.1 0.0 -0.699
O -0.0389 0.3882 -2.2125 0.1 0.1 0.1 -0.759
O -0.9034 -1.6170 0.1071 0.1 0.3 -0.3 -0.610
O -0.0853 -0.1075 2.1887 0.2 0.1 -0.2 -0.363
O 4.9017 -0.9053 1.1344 0.1 0.2 0.0 -0.590
N 5.7402 0.0458 -4.0807 0.1 0.2 0.0 1.028
N 4.5287 0.1427 0.6398 -0.4 -0.1 0.2 0.910
C 4.1382 0.1209 -0.7743 0.1 0.0 -0.2 -0.118
C -1.4370 0.2489 2.3068 -0.1 -0.3 -0.1 -0.507
C 2.3799 0.1313 -2.4329 0.0 0.0 0.0 0.119
C 0.9571 0.1732 -3.0144 0.0 -0.2 0.1 0.473
C -1.8576 0.9746 1.0452 -0.5 0.0 0.5 0.927
C 2.7415 0.1216 -1.0484 0.1 0.1 -0.1 0.952
C 5.1289 0.0817 -1.7141 -0.3 0.0 0.0 -0.411
C -0.5849 -2.3101 1.1335 -0.3 0.1 0.6 0.729
C 3.3837 0.1034 -3.3894 0.0 0.0 0.1 -0.629
C 0.1494 -1.5232 2.2502 0.0 -0.1 -0.1 -0.419
C 4.7237 0.0808 -3.0441 0.1 -0.1 0.0 -0.346
H -1.5670 0.9293 3.1536 0.0 0.1 0.0 0.421
H -2.0812 -0.6204 2.4513 0.0 0.0 0.0 0.345
H 1.2253 -1.6342 2.1270 0.0 0.0 0.0 0.283
H 6.1727 0.0530 -1.4441 0.0 0.0 0.0 0.533
H -3.3028 1.2969 -0.0873 0.0 0.0 0.0 0.401
H -0.1466 -1.9122 3.2271 0.0 0.0 -0.1 0.347
H 3.0833 0.0959 -4.4263 0.0 0.0 0.0 0.625
```
Positions in Å, forces in eV/Å.

## Properties
- Total charge: -1
- Frontier orbital gap (spin up / spin down): 8.2 / 8.1 eV
- <S²>: 6.022
- Multiplicity: 5

=====

Entry 2:
Computed, not measured: 2 unconnected molecules or ions with the total composition CHCl2F2P at a distorted geometry, with ωB97M-V/def2-TZVPD.

Geometry as XYZ:
```
7
Properties=species:S:1:pos:R:3:forces:R:3:mulliken_charge:R:1
Cl -0.1871 -1.2224 -1.6901 -0.2 0.1 0.5 -0.103
Cl -0.5688 -1.8051 1.2246 -0.8 0.3 -0.1 -0.131
P -0.8788 0.9720 0.2031 4.6 1.6 -1.7 0.676
F 0.3227 2.0755 -1.3107 -2.4 -2.3 2.8 -0.534
F 0.1363 1.4508 1.3527 -1.3 0.0 -0.6 -0.182
C 0.0543 -0.6525 -0.0134 0.5 -1.1 -0.4 -0.055
H 1.1214 -0.8183 0.2336 -0.5 1.5 -0.6 0.328
```
Positions in Å, forces in eV/Å.

## Properties
- Total charge: 0
- Frontier orbital gap: 9.8 eV

=====

Entry 3:
Computed, not measured: a molecular structure, C2H3Br2N at a distorted geometry, with ωB97M-V/def2-TZVPD.

Geometry as XYZ:
```
8
Properties=species:S:1:pos:R:3:forces:R:3:mulliken_charge:R:1
Br -3.0034 -0.6152 -0.9863 0.0 -0.3 0.4 -0.033
Br -0.6745 1.2767 -1.8755 0.4 0.2 -0.1 -0.017
N -0.2666 -0.6645 0.6530 -4.3 0.9 -4.4 -0.266
C -1.2521 -0.1009 -0.8098 3.2 -1.4 4.3 0.104
C 0.9987 -0.0968 0.7287 2.8 0.1 0.1 -0.621
H 1.4023 -0.4721 1.7803 -0.4 0.8 -2.3 0.262
H 1.7379 -0.3324 -0.1706 -1.3 -0.2 1.8 0.273
H 1.0576 1.0052 0.6802 -0.4 -0.1 0.4 0.296
```
Positions in Å, forces in eV/Å.

## Properties
- Total charge: 0
- Frontier orbital gap (spin up / spin down): 7.8 / 9.5 eV

=====

In the order shown, the computed molar mass values come out to 415.02; 152.90; 200.86 g/mol.
In the order shown, the computed E values come out to -2699.5002; -1500.1393; -5280.6013 Eh.
In the order shown, the computed energy relative to the best compared isomer or geometry (same formula, charge and spin) values come out to 0.0000; 2.6427; 4.5637 eV.